# 1
Here is a 9-piece molecular cluster, C44H115N9O13 overall at a distorted geometry from OMol25. Energies are from ωB97M-V with the def2-TZVPD basis set.

Calculated values
multiplicity: 2
LUMO energy (alpha / beta): -2.910 / -8.030 eV
HOMO level (alpha / beta): -9.89 / -9.89 eV
ΔE to the lowest compared entry with this formula, charge and spin: 0.0 kcal/mol
Kohn-Sham gap (alpha / beta): 6.98 / 1.86 eV
net charge: +1
expectation value of S²: 0.755

Geometry (Å):
C1 11.62514 -15.87379 -8.18053
O1 10.40994 -16.18444 -7.53567
C2 9.58294 -15.09398 -7.34392
C3 8.30241 -15.46180 -6.62303
N1 7.51605 -14.26129 -6.41858
C4 6.60083 -14.59794 -5.39948
C5 5.53000 -13.48900 -5.08400
O2 4.88277 -13.72935 -3.84940
C6 3.73887 -12.81634 -3.75323
H1 12.19360 -15.17997 -7.56121
H2 11.48331 -15.62308 -9.23178
H3 12.14065 -16.83413 -8.18987
H4 9.25971 -14.66821 -8.29384
H5 10.15197 -14.27140 -6.91071
H6 8.46823 -16.06689 -5.73170
H7 7.77684 -16.13040 -7.30483
H8 7.01527 -14.18443 -7.29231
H9 7.11968 -14.88263 -4.48414
H10 6.09696 -15.52973 -5.65635
H11 4.79017 -13.59162 -5.87787
H12 5.87553 -12.45569 -5.11541
H13 4.10693 -11.80273 -3.59436
H14 3.13735 -13.11783 -2.89568
H15 3.00474 -12.73603 -4.55491
C7 7.75991 -21.30776 -11.60178
O3 9.04587 -21.61070 -11.29940
C8 9.26477 -23.00726 -11.15134
C9 10.80389 -23.08114 -10.94255
N2 11.30742 -24.45147 -11.16502
C10 12.82362 -24.46041 -11.21308
C11 13.56443 -23.99153 -9.95006
O4 14.94359 -24.13860 -10.12078
C12 15.60435 -23.16425 -9.36653
H16 6.98048 -21.63481 -10.91357
H17 7.53407 -21.72416 -12.58346
H18 7.75003 -20.21977 -11.66730
H19 8.98453 -23.61803 -12.00954
H20 8.72769 -23.38531 -10.28144
H21 11.00341 -22.78634 -9.91232
H22 11.19773 -22.38351 -11.68167
H23 10.96853 -25.03508 -10.41358
H24 13.18574 -23.72978 -11.93637
H25 13.25336 -25.43731 -11.43465
H26 13.21095 -24.58699 -9.10829
H27 13.14862 -23.00759 -9.73308
H28 15.14030 -22.17989 -9.42811
H29 16.54226 -22.96967 -9.88669
H30 15.75602 -23.48409 -8.33561
C13 18.89664 -27.40950 -4.51391
O5 17.97712 -27.79017 -3.47523
C14 16.62603 -27.47599 -3.72151
C15 16.14549 -26.21571 -2.96143
N3 16.55871 -24.97247 -3.64994
C16 15.91731 -24.73282 -4.96136
C17 14.35305 -24.85306 -4.84369
O6 13.68190 -24.35539 -6.03631
C18 12.29644 -24.61610 -6.19336
H31 19.92347 -27.58297 -4.19199
H32 18.82934 -26.36718 -4.82558
H33 18.67993 -28.09461 -5.33352
H34 16.02445 -28.30784 -3.35515
H35 16.33205 -27.48248 -4.77110
H36 16.59017 -26.28413 -1.96861
H37 15.08242 -26.24648 -2.72262
H38 17.56087 -24.85950 -3.70485
H39 16.18764 -25.45340 -5.73323
H40 16.26595 -23.81184 -5.42864
H41 14.01451 -24.32641 -3.95144
H42 14.16090 -25.91807 -4.71359
H43 11.63679 -24.20290 -5.43033
H44 12.24040 -25.69769 -6.31632
H45 11.82513 -24.14255 -7.05460
C19 9.16535 -18.64304 -9.85232
O7 8.11737 -17.85894 -10.36951
C20 8.48853 -16.57894 -11.00151
C21 9.08359 -16.76304 -12.43631
N4 8.05204 -17.29537 -13.26048
C22 8.41716 -17.63309 -14.63378
C23 9.45339 -18.74879 -14.80158
O8 8.64881 -19.89784 -14.89143
C24 9.35187 -21.09946 -14.80141
H46 8.76703 -19.58573 -9.47712
H47 9.55253 -18.20870 -8.93061
H48 9.96752 -18.77476 -10.57846
H49 9.25980 -16.15695 -10.35717
H50 7.59658 -15.95455 -11.05313
H51 9.96499 -17.39721 -12.34104
H52 9.43356 -15.76063 -12.68289
H53 7.81817 -18.11376 -12.71675
H54 8.90480 -16.75460 -15.05636
H55 7.59436 -17.75156 -15.33882
H56 10.08255 -18.80597 -13.91333
H57 10.01164 -18.64524 -15.73202
H58 10.17704 -21.15194 -15.51164
H59 8.68536 -21.92598 -15.04787
H60 9.81664 -21.31269 -13.83880
C25 15.15847 -19.23869 -11.10539
C26 13.88324 -20.00979 -10.89936
C27 13.22907 -19.67213 -9.55375
O9 12.08657 -20.50790 -9.41950
C28 11.53538 -20.58755 -8.10303
N5 13.04232 -19.69624 -12.03828
H61 15.93225 -19.41006 -10.35706
H62 14.92653 -18.17443 -11.06476
H63 15.52026 -19.57814 -12.07595
H64 14.18492 -21.05553 -10.95861
H65 12.94414 -18.62019 -9.57190
H66 13.92700 -19.92781 -8.75649
H67 10.54172 -21.02540 -8.19802
H68 11.30881 -19.62910 -7.63598
H69 12.13486 -21.22039 -7.44862
H70 12.09622 -19.96714 -11.81111
H71 13.32602 -20.43388 -12.66717
C29 17.44019 -20.48651 -7.45531
C30 17.62789 -19.27067 -6.56348
C31 16.54509 -18.20330 -6.75122
O10 16.49752 -17.62593 -8.02221
C32 15.91622 -16.26216 -8.19168
N6 17.59569 -19.71426 -5.15286
H72 18.32506 -21.11982 -7.51867
H73 17.24128 -20.11444 -8.46035
H74 16.52497 -21.03506 -7.23270
H75 18.55582 -18.70984 -6.67532
H76 16.75668 -17.38660 -6.06105
H77 15.51944 -18.51783 -6.55831
H78 16.20694 -15.58583 -7.38785
H79 14.83882 -16.42721 -8.20018
H80 16.34178 -15.86173 -9.11182
H81 17.97310 -19.02672 -4.51650
H82 18.03586 -20.58439 -4.88977
C33 12.83048 -21.21795 -3.24781
C34 13.62001 -20.80148 -4.52242
C35 13.08000 -19.42627 -5.09023
O11 11.73564 -19.42387 -5.34270
C36 11.22924 -18.03535 -5.29392
N7 14.98994 -20.67070 -4.00641
H83 12.98691 -22.29104 -3.13781
H84 11.77619 -21.07439 -3.48439
H85 13.10106 -20.59794 -2.39314
H86 13.49029 -21.59438 -5.25903
H87 13.59286 -19.26945 -6.03917
H88 13.36783 -18.72348 -4.30835
H89 11.83528 -17.35952 -5.89731
H90 11.17631 -17.70264 -4.25729
H91 10.24612 -17.99927 -5.76325
H92 15.44206 -21.56584 -3.88634
H93 15.60176 -20.20600 -4.66203
C37 14.65862 -20.16157 -14.88083
C38 13.40401 -21.04438 -15.03946
C39 13.44744 -21.85888 -16.38353
O12 13.55215 -20.99852 -17.55886
C40 12.36599 -20.29942 -17.83570
N8 13.32622 -21.93982 -13.86645
H94 14.84220 -19.51039 -15.73544
H95 15.57191 -20.74449 -14.76166
H96 14.64206 -19.49117 -14.02154
H97 12.48408 -20.46143 -14.99492
H98 12.60382 -22.54271 -16.47732
H99 14.34901 -22.47112 -16.40437
H100 12.26722 -19.46102 -17.14618
H101 11.46333 -20.87820 -18.03145
H102 12.56910 -19.84378 -18.80485
H103 12.48314 -22.47747 -14.00873
H104 14.04944 -22.63174 -14.00167
C41 6.23143 -22.67619 -2.52207
C42 7.44172 -23.45203 -2.90811
C43 8.67336 -22.61319 -3.27085
O13 8.43796 -22.09069 -4.62291
C44 9.45373 -21.20389 -5.02906
N9 7.90420 -24.29690 -1.76190
H105 6.45585 -21.98113 -1.71298
H106 5.31593 -23.19371 -2.23548
H107 5.92432 -22.16168 -3.43260
H108 7.20873 -24.10657 -3.74799
H109 9.59405 -23.19078 -3.35342
H110 8.82268 -21.78934 -2.57294
H111 9.22166 -20.63063 -5.92662
H112 10.45529 -21.63353 -5.04871
H113 9.56927 -20.40193 -4.29993
H114 7.12962 -24.94387 -1.72248
H115 8.70905 -24.82619 -2.06548

Atomic partial charges in e from the Mulliken method, atoms 1 to 5: -0.758 0.274 -0.867 -0.601 -0.303


# 2
Here is a 2-piece molecular cluster, CClF4N overall at a distorted geometry from OMol25. Energies are from ωB97M-V with the def2-TZVPD basis set.

Calculated values
LUMO energy (alpha / beta): -1.117 / -0.865 eV
HOMO level (alpha / beta): -10.32 / -10.35 eV
ΔE to the lowest compared entry with this formula, charge and spin: 49.9 kcal/mol
Kohn-Sham gap (alpha / beta): 9.20 / 9.48 eV

Geometry (Å):
C1 -0.41083 -0.08165 -1.23205
N1 0.92197 0.53339 1.90890
F1 -0.12885 1.10611 -1.68784
F2 -1.30590 0.02150 -0.19933
F3 -0.84237 -0.91545 -2.18469
F4 1.77058 0.08270 0.98631
Cl1 -0.00459 -0.74659 2.40870

Atomic partial charges in e from the Mulliken method, atoms 1 to 5: 0.491 0.055 -0.153 -0.170 -0.164


# 3
Here is C22H16IMoN7O8S as an isolated structure from OMol25. Energies are from ωB97M-V with the def2-TZVPD basis set.

Calculated values
multiplicity: 3
LUMO energy (alpha / beta): -8.180 / -7.995 eV
HOMO level (alpha / beta): -13.20 / -13.22 eV
ΔE to the lowest compared entry with this formula, charge and spin: 12.5 kcal/mol
Kohn-Sham gap (alpha / beta): 5.02 / 5.23 eV
net charge: +2
expectation value of S²: 2.016

Geometry (Å):
Mo1 -1.37703 -0.70337 0.41566
N1 5.77635 1.30080 4.01694
C1 4.84774 0.87603 3.13964
C2 3.90481 -0.10585 3.51585
C3 2.96291 -0.54240 2.62265
C4 2.93766 -0.00439 1.32895
C5 3.86444 0.96961 0.93464
C6 4.80283 1.40572 1.83210
S1 1.79650 -0.57739 0.20281
O1 2.23306 -0.36924 -1.14476
O2 1.24951 -1.86559 0.59221
N2 0.37959 0.27877 0.39231
C7 0.00624 1.58000 0.16351
N3 -1.34231 1.55629 0.24764
C8 -1.99449 2.69469 0.01577
C9 -1.28491 3.84692 -0.26058
C10 0.10248 3.74809 -0.31449
N4 0.76696 2.60377 -0.11316
H1 5.86199 0.88082 4.92544
H2 6.49313 1.94734 3.73848
H3 3.94759 -0.53196 4.50978
H4 2.26758 -1.32347 2.90026
H5 3.84334 1.36252 -0.07220
H6 5.53029 2.14924 1.53372
H7 -3.07690 2.67464 0.05541
H8 -1.78262 4.78707 -0.44143
H9 0.71044 4.61623 -0.53791
I1 -2.11624 -0.36534 3.08446
C11 -3.80483 -0.16166 1.84859
C12 -5.09116 0.03659 2.28035
C13 -6.06748 0.18799 1.29933
C14 -5.71318 0.15343 -0.04168
C15 -4.39307 -0.05198 -0.38722
N5 -3.45047 -0.22618 0.55745
H10 -5.32708 0.07284 3.33444
H11 -7.09924 0.34216 1.58750
H12 -6.45337 0.28382 -0.81809
H13 -4.05917 -0.06615 -1.41545
O3 -0.90757 -4.59472 -0.17267
C16 -1.00838 -3.43350 -0.35311
O4 -1.55419 -2.57305 0.58599
C17 -0.52046 -2.68487 -1.55849
C18 0.64796 -3.07970 -2.20061
C19 1.13517 -2.27168 -3.20147
C20 0.52608 -1.08503 -3.60395
C21 -0.62420 -0.73347 -2.95736
C22 -1.18066 -1.51697 -1.94059
N6 -1.30761 0.52637 -3.30757
O5 -0.93748 1.13106 -4.27103
O6 -2.20731 0.87180 -2.54530
N7 2.41534 -2.64894 -3.85981
O7 2.95183 -3.64755 -3.44946
O8 2.80917 -1.90578 -4.72488
H14 1.18155 -3.97175 -1.90097
H15 0.96291 -0.47279 -4.38084
H16 -2.23407 -1.36988 -1.68679

Atomic partial charges in e from the Mulliken method, atoms 1 to 5: 0.138 -0.440 1.136 -0.883 -0.462


# 4
Here is a 7-piece molecular cluster, C12H14Cl18NO5P overall at a distorted geometry from OMol25. Energies are from ωB97M-V with the def2-TZVPD basis set.

Calculated values
LUMO energy: -0.354 eV
HOMO level: -8.42 eV
ΔE to the lowest compared entry with this formula, charge and spin: 0.0 kcal/mol
Kohn-Sham gap: 8.06 eV
SMILES string: CCOC1=C(P(N)O)C(=O)OC1=O.ClC(Cl)Cl.ClC(Cl)Cl.ClC(Cl)Cl.ClC(Cl)Cl.ClC(Cl)Cl.ClC(Cl)Cl

Geometry (Å):
C1 -2.64917 0.63917 -0.52663
C2 -4.08458 0.40279 -0.94804
O1 -4.24614 -0.39298 -2.14174
C3 -3.70393 -1.58890 -2.00015
C4 -2.51932 -2.03912 -2.39045
P1 -1.29768 -1.14606 -3.40422
N1 0.17919 -1.72074 -2.72234
O2 -1.45510 -1.96027 -4.83604
C5 -2.32868 -3.42158 -1.80468
O3 -1.44058 -4.19345 -1.95535
O4 -3.36518 -3.55502 -0.85542
C6 -4.39111 -2.84322 -1.43773
O5 -5.49349 -3.24813 -1.67158
H1 -2.57234 1.62942 -0.09562
H2 -1.96132 0.61840 -1.35935
H3 -2.34318 -0.03224 0.26446
H4 -4.50316 1.36839 -1.18575
H5 -4.68579 0.02210 -0.12832
H6 0.12189 -1.54339 -1.72535
H7 0.91955 -1.13524 -3.08395
H8 -0.72578 -1.67793 -5.39145
Cl1 -6.98357 -2.52251 3.11763
C7 -5.94737 -2.04760 1.77520
Cl2 -6.89197 -1.27664 0.49889
Cl3 -4.65263 -0.97681 2.33701
H9 -5.49083 -2.94058 1.36793
Cl4 2.31672 3.12206 -3.20767
C8 2.93789 1.71817 -4.07254
Cl5 3.10992 0.34108 -2.98551
Cl6 1.89259 1.30897 -5.43542
H10 3.91682 1.96534 -4.46017
Cl7 6.14685 -0.10323 -0.62101
C9 7.22302 0.26926 -1.96828
Cl8 6.36987 1.19628 -3.20767
Cl9 8.64895 1.13662 -1.40909
H11 7.54527 -0.66319 -2.41092
Cl10 -2.47523 1.60998 3.08523
C10 -1.03168 2.60822 3.24856
Cl11 -0.05812 2.55140 1.77831
Cl12 -1.46691 4.27446 3.64340
H12 -0.44030 2.21268 4.06325
Cl13 -2.12581 3.45571 8.45577
C11 -2.69715 2.79778 6.92258
Cl14 -1.80807 1.32912 6.50122
Cl15 -4.42926 2.47825 6.98092
H13 -2.51555 3.53280 6.15037
Cl16 9.24975 0.58306 2.90603
C12 10.35297 -0.37645 1.91968
Cl17 9.45586 -1.44536 0.84105
Cl18 11.44328 0.66819 1.00498
H14 10.95058 -0.98908 2.57997

Atomic partial charges in e from the Mulliken method, atoms 1 to 5: -0.702 0.002 -0.537 0.622 0.390


# 5
Here is a 16-piece molecular cluster, H32O16 overall at a distorted geometry from OMol25. Energies are from ωB97M-V with the def2-TZVPD basis set.

Calculated values
LUMO energy: -0.015 eV
HOMO level: -10.67 eV
ΔE to the lowest compared entry with this formula, charge and spin: 213.4 kcal/mol
Kohn-Sham gap: 10.66 eV

Geometry (Å):
O1 -4.72642 -2.29066 -2.08310
H1 -3.76854 -2.37324 -1.78564
H2 -4.73646 -2.26513 -2.98369
O2 1.81842 -4.20133 0.90150
H3 1.74848 -4.99607 0.39554
H4 2.36386 -4.16138 1.76768
O3 -3.96208 -0.91848 0.73392
H5 -4.77520 -1.28946 0.20869
H6 -3.84713 -1.37610 1.55101
O4 3.44555 0.84633 2.99035
H7 3.07126 1.01305 2.05952
H8 2.96492 1.35809 3.57660
O5 -3.54524 -3.14609 2.35752
H9 -2.74439 -3.36012 2.81348
H10 -4.08042 -3.78510 2.95037
O6 -2.11992 -1.60093 -1.38000
H11 -2.55863 -1.27052 -0.64192
H12 -1.78618 -2.36169 -1.10549
O7 0.35786 2.25284 0.85460
H13 -0.46451 2.61151 1.01486
H14 0.19788 1.64534 -0.04974
O8 2.10778 4.11134 -1.07851
H15 1.86533 3.69908 -0.21919
H16 1.58643 3.76686 -1.87068
O9 0.04702 -1.60415 -3.37379
H17 0.90416 -2.13230 -3.43397
H18 -0.26729 -1.56729 -4.27167
O10 3.83765 -2.06174 1.87822
H19 2.97200 -1.94264 1.66866
H20 4.14297 -1.34897 2.57681
O11 0.69821 1.29465 -4.50922
H21 0.05707 1.26618 -5.05271
H22 0.90202 0.40228 -4.10982
O12 -2.82743 0.78954 -3.99883
H23 -3.31075 1.43256 -4.56459
H24 -2.66343 1.25202 -3.19039
O13 -1.53139 0.90246 4.70203
H25 -0.96086 0.08987 4.89995
H26 -1.25780 1.47692 5.40574
O14 2.70478 3.13658 2.04090
H27 2.60363 3.65257 2.89254
H28 3.09375 3.61323 1.39986
O15 0.70771 5.22725 2.07610
H29 0.17957 5.51483 1.36161
H30 1.33095 4.62553 1.80756
O16 3.08209 -2.59521 -2.19039
H31 2.95348 -1.99610 -2.98711
H32 3.52705 -2.33305 -1.45434

Atomic partial charges in e from the Mulliken method, atoms 1 to 5: -0.629 0.395 0.260 -0.634 0.295


# 6
Here is a 2-piece molecular cluster, C4H7N2 overall at a distorted geometry from OMol25. Energies are from ωB97M-V with the def2-TZVPD basis set.

Calculated values
LUMO energy: -4.488 eV
HOMO level: -13.30 eV
ΔE to the lowest compared entry with this formula, charge and spin: 109.6 kcal/mol
Kohn-Sham gap: 8.82 eV
net charge: +1

Geometry (Å):
C1 -1.39028 0.99657 -2.50484
C2 -1.19888 0.06627 -1.60836
C3 1.73287 -0.11844 1.89546
C4 -1.01100 -0.90212 -0.76424
N1 0.60363 0.21650 1.52276
N2 2.79606 -0.41958 2.32250
H1 -0.88068 2.04030 -2.66029
H2 -0.24603 -1.57335 -0.95434
H3 0.07702 -0.05210 0.61604
H4 -2.33110 1.03735 -3.12947
H5 -0.10388 0.38583 2.24562
H6 -1.64780 -1.01930 0.05946
H7 3.60007 -0.65793 2.95970

Atomic partial charges in e from the Mulliken method, atoms 1 to 5: -0.725 0.781 0.407 -1.415 -0.290